Record 1
Here is a 2-piece molecular cluster, C4H10N overall from OMol25. Energies are from wB97M-V/def2-TZVPD.

Structure (XYZ):
```
15
Properties=species:S:1:pos:R:3:forces:R:3
C -2.56496 -0.00036 0.44303 -0.4 -0.3 0.1
N -1.73541 0.03230 -0.51108 0.5 0.3 -0.1
H -3.62014 0.17999 0.27820 0.0 -0.1 -0.2
H -2.24694 -0.25411 1.44613 0.3 0.2 0.0
H -0.70431 0.03332 -0.34479 -0.2 -0.1 0.1
H -2.00376 0.23387 -1.47090 -0.3 0.0 0.1
C 1.67215 -1.13679 -0.09521 0.3 0.1 0.2
C 1.28028 0.18428 0.49850 -0.1 0.1 -0.3
C 1.12565 1.31620 -0.18715 0.2 0.1 0.0
H 2.71608 -1.33155 0.17565 -0.2 -0.1 0.0
H 1.61409 -1.16753 -1.18535 0.0 0.2 0.1
H 1.06953 -1.94334 0.31993 0.0 -0.1 0.0
H 1.14756 0.22896 1.57414 0.1 -0.1 0.1
H 0.92731 2.25709 0.31271 -0.1 -0.1 0.0
H 1.32288 1.36766 -1.25380 -0.1 -0.1 0.0
```
Forces are in eV/Å.

Output
Frontier orbital gap   0.314 Eh
HOMO energy   -14.0 eV
Net charge   +1
E   -212.8541 a.u.
LUMO   -5.435 eV
Strongest force on any atom   0.63 eV Å⁻¹

Here are the Mulliken charges for atoms 1 to 5, given in e: atom 1 (C): -0.05, atom 2 (N): -0.04, atom 3 (H): 0.27, atom 4 (H): 0.28, atom 5 (H): 0.16

---

Record 2
Here is a 2-piece molecular cluster, C4H10N overall from OMol25. Energies are from wB97M-V/def2-TZVPD.

Structure (XYZ):
```
15
Properties=species:S:1:pos:R:3:forces:R:3
C 0.37392 1.94716 0.43418 -0.6 -3.0 -1.5
C 1.12228 -1.33015 0.19627 0.6 1.2 -4.5
C -2.30040 0.03882 0.08382 3.2 -0.4 2.8
C 1.02625 -0.08265 -0.76487 1.3 -3.6 -1.6
N 0.21062 0.80859 -0.11073 -3.6 2.3 1.0
H 1.14053 2.59785 0.28490 3.1 1.2 -0.8
H -0.28097 2.37555 1.10051 -2.3 0.4 1.3
H 1.37262 -1.03188 1.11363 1.5 0.9 3.6
H 0.20188 -1.73654 0.22252 -3.5 -1.3 0.3
H 1.68969 -2.09829 -0.26481 1.2 -0.5 -0.1
H -2.37353 -0.56713 -0.71398 0.3 -2.5 -2.8
H -2.95473 0.82467 -0.06346 -0.8 2.2 0.7
H -1.77349 -0.37719 0.97129 -1.1 0.8 -0.5
H 0.85061 -0.47427 -1.84718 -1.0 1.0 1.9
H 1.99786 0.28384 -0.92198 1.6 1.1 0.3
```
Forces are in eV/Å.

Output
Frontier orbital gap (spin up / spin down)   0.263 / 0.323 Eh
HOMO energy (spin up / spin down)   -14.5 / -15.2 eV
Net charge   +1
E   -212.7023 a.u.
LUMO (spin up / spin down)   -7.372 / -6.429 eV
Strongest force on any atom   4.69 eV Å⁻¹

Here are the Mulliken charges for atoms 1 to 5, given in e: atom 1 (C): -0.25, atom 2 (C): -1.29, atom 3 (C): -0.45, atom 4 (C): -0.33, atom 5 (N): -0.13

---

Record 3
Here is a 2-piece molecular cluster, C4H10N overall from OMol25. Energies are from wB97M-V/def2-TZVPD.

Structure (XYZ):
```
15
Properties=species:S:1:pos:R:3:forces:R:3
C -1.35640 0.57647 0.71896 -0.4 0.9 -1.4
C 0.04351 0.09732 1.00068 -1.3 -1.5 3.1
C 0.28007 -1.42518 1.20562 0.6 -0.7 0.6
C 1.07931 0.72503 -2.72277 -0.9 0.5 5.0
N 0.59446 0.42610 -1.55145 -0.6 0.1 -6.3
H -1.96198 -0.06458 0.07764 0.2 -0.4 0.2
H -2.01039 0.89160 1.56155 0.8 -0.4 0.0
H -1.32044 1.52286 0.12599 0.1 -0.2 0.3
H 0.39528 0.49954 1.98004 0.4 0.7 -1.4
H 0.65646 0.31121 0.04676 0.9 0.7 0.4
H -0.52138 -2.14973 1.11288 -0.7 0.5 -1.1
H 1.12631 -1.76531 0.58746 -0.2 -0.1 0.4
H 0.46210 0.77215 -3.66581 0.1 -0.6 1.0
H 2.03250 1.26904 -2.74863 0.4 -0.3 -0.2
H 0.50060 -1.68653 2.27106 0.6 0.9 -0.6
```
Forces are in eV/Å.

Output
Frontier orbital gap   0.230 Eh
HOMO energy   -15.5 eV
Net charge   +1
E   -212.6591 a.u.
LUMO   -9.201 eV
Strongest force on any atom   6.30 eV Å⁻¹

Here are the Mulliken charges for atoms 1 to 5, given in e: atom 1 (C): -1.23, atom 2 (C): 0.49, atom 3 (C): -1.08, atom 4 (C): -0.14, atom 5 (N): -0.04

---

Record 4
Here is a 2-piece molecular cluster, C4H10N overall from OMol25. Energies are from wB97M-V/def2-TZVPD.

Structure (XYZ):
```
15
Properties=species:S:1:pos:R:3:forces:R:3
C 0.14338 -1.90563 1.10914 -0.3 0.6 0.7
C -0.95566 -1.62606 1.83926 2.6 -0.3 2.0
H 0.21821 -1.57575 0.06441 -0.3 -1.6 0.0
H 0.99880 -2.37661 1.62834 0.0 1.1 -0.5
H -1.94800 -1.71054 1.53758 -1.6 1.0 -1.1
H -0.79934 -1.44945 2.94598 -0.4 -1.1 -1.2
C 0.71735 1.32950 -1.95259 2.2 -0.7 0.9
C -0.54487 1.25717 0.02067 -1.8 -0.7 0.3
N 0.48803 0.84022 -0.53258 1.9 0.0 -4.6
H 1.83108 1.39746 -2.18609 -1.4 -0.2 0.7
H 0.32369 2.29620 -1.93046 -0.5 1.4 -0.5
H 0.27906 0.72422 -2.68279 -0.8 -1.1 -1.0
H -1.43327 1.26578 -0.65148 0.5 1.7 0.8
H -0.44771 1.40473 1.05442 -1.1 -0.5 1.6
H 1.12925 0.12875 -0.26380 1.2 0.3 1.7
```
Forces are in eV/Å.

Output
Frontier orbital gap   0.271 Eh
HOMO energy   -13.3 eV
Net charge   +1
E   -212.7599 a.u.
LUMO   -5.974 eV
Strongest force on any atom   4.93 eV Å⁻¹

Here are the Mulliken charges for atoms 1 to 5, given in e: atom 1 (C): -0.47, atom 2 (C): -0.70, atom 3 (H): 0.38, atom 4 (H): 0.23, atom 5 (H): 0.36